(1)
Molecular formula: C25H38N2O7S
Method: DFT, ωB97M-V/def2-TZVPD

Geometry as XYZ:
```
73
Properties=species:S:1:pos:R:3:forces:R:3
C 5.59699 -0.18136 -0.44548 -0.223 0.102 -0.040
C 5.69114 1.33538 -0.29610 -0.156 -0.127 -0.233
C 4.35253 1.98764 -0.65216 0.159 0.162 0.077
C 4.30824 3.54174 -0.65671 0.176 0.078 -0.001
C 5.55955 4.19454 -0.05493 -0.171 0.148 0.015
C 4.13109 4.01589 -2.10037 0.069 0.088 0.273
O 4.44258 5.42688 -2.18164 0.110 -0.139 -0.068
S 3.25592 6.34233 -2.67241 -0.133 0.063 -0.017
O 3.49749 6.75188 -4.00864 0.033 0.006 0.000
O 2.92495 7.28072 -1.66547 -0.005 0.033 -0.016
O 2.15186 5.19376 -2.65670 -0.128 0.027 0.192
C 2.73548 3.88732 -2.79045 0.331 -0.324 -0.268
C 1.73106 2.88774 -2.21693 -0.248 0.117 0.010
C 1.11507 3.26696 -0.87274 0.260 0.145 0.003
O -0.27597 2.90467 -0.82190 -0.123 -0.117 0.114
C -0.70410 1.69702 -0.45020 0.143 0.304 -0.268
C 0.31689 0.63619 -0.11810 -0.141 0.051 0.261
O -1.89822 1.50762 -0.41163 -0.110 -0.366 0.207
C 2.91020 3.60566 -4.30781 -0.041 0.245 0.000
O 2.74952 2.25370 -4.64448 0.074 -0.055 -0.048
C 3.92771 1.46619 -4.69452 0.022 -0.027 -0.027
H 5.41713 -0.45062 -1.48968 0.085 -0.030 0.014
H 4.74837 -0.56963 0.12576 0.094 -0.037 0.082
H 6.50215 -0.68343 -0.10834 -0.003 -0.007 -0.022
H 6.44890 1.70630 -0.99094 0.126 0.048 0.191
H 5.99565 1.59111 0.71840 0.051 0.045 -0.040
H 3.58600 1.60866 0.03203 -0.017 -0.096 -0.101
H 4.11362 1.62556 -1.65781 -0.156 -0.071 0.115
H 3.46679 3.90585 -0.06086 -0.038 -0.093 -0.066
H 5.38963 5.26036 0.08498 0.024 -0.010 -0.036
H 5.78294 3.77168 0.92281 0.053 -0.035 -0.037
H 6.42833 4.08644 -0.70599 0.028 -0.084 0.077
H 4.89482 3.51726 -2.70338 -0.086 -0.028 -0.058
H 0.90553 2.84209 -2.93155 0.029 0.028 -0.023
H 2.17830 1.89712 -2.21017 -0.034 0.028 0.011
H 1.11086 4.34894 -0.76184 -0.073 -0.023 0.010
H 1.64936 2.85300 -0.01848 -0.078 -0.101 -0.036
H -0.22285 -0.25294 0.19556 0.055 -0.048 -0.114
H 0.95451 0.41246 -0.97193 -0.020 0.011 -0.012
H 0.95396 0.95610 0.70768 0.034 0.025 -0.055
H 2.13760 4.17983 -4.82226 -0.056 -0.117 -0.007
H 3.87850 3.98669 -4.64971 -0.048 0.020 -0.012
H 4.82834 2.07932 -4.60562 -0.007 -0.022 -0.001
H 3.92184 0.71879 -3.89439 0.034 0.045 0.017
H 3.96139 0.94563 -5.65198 -0.019 -0.006 0.022
C -5.77526 -8.72038 4.88206 0.007 0.013 -0.022
N -5.60714 -7.41578 4.19447 -0.001 -0.017 0.016
C -6.70272 -6.75207 3.78722 -0.019 0.020 -0.014
C -6.59828 -5.53033 3.16519 -0.001 -0.011 -0.048
C -5.33885 -4.96985 2.96065 -0.017 -0.001 0.042
C -4.22001 -5.68017 3.38296 -0.014 0.030 0.030
C -4.38374 -6.90354 3.99595 0.019 0.014 -0.005
C -5.19612 -3.63755 2.31370 0.033 0.014 -0.032
C -4.52260 -2.60462 2.95616 0.023 -0.037 -0.019
C -4.40130 -1.38145 2.33046 0.006 -0.005 0.027
N -4.91890 -1.17886 1.11190 0.011 0.018 -0.017
C -5.57465 -2.16120 0.47275 -0.016 -0.027 -0.003
C -5.73208 -3.39951 1.05018 -0.049 0.000 0.023
C -4.77536 0.13751 0.44065 0.019 0.109 -0.064
H -6.32994 -9.39134 4.23151 0.000 -0.003 0.000
H -6.31631 -8.55846 5.81093 -0.001 -0.004 0.002
H -4.79581 -9.13618 5.09229 -0.001 -0.005 -0.001
H -7.65482 -7.22695 3.97961 0.007 -0.011 0.013
H -7.50170 -5.02072 2.85986 -0.001 0.005 0.008
H -3.21865 -5.30157 3.23230 0.003 0.000 0.008
H -3.54668 -7.49444 4.33863 -0.010 -0.011 0.009
H -4.10417 -2.72893 3.94528 0.010 0.002 -0.003
H -3.89581 -0.54336 2.78820 0.006 0.009 -0.023
H -5.96452 -1.92163 -0.50679 0.016 0.015 -0.003
H -6.26154 -4.16772 0.50375 0.011 -0.004 -0.006
H -5.76900 0.50994 0.20502 0.006 0.014 -0.009
H -4.18198 0.01440 -0.46231 0.044 0.026 0.027
H -4.26369 0.82568 1.10447 0.035 -0.007 -0.021
```
Forces are in eV/Å.

For the total energy, the calculation gives -2009.220538 Eh. Its charge is +2. The lowest unoccupied orbital energy is -7.692 eV.

Löwdin charges in e: atom 1 (C): -0.11, atom 2 (C): -0.26, atom 3 (C): -0.17, atom 4 (C): -0.28, atom 5 (C): -0.04, atom 6 (C): -0.20, atom 7 (O): -0.15, atom 8 (S): 0.61, atom 9 (O): -0.20, atom 10 (O): -0.20, atom 11 (O): -0.14, atom 12 (C): -0.36, atom 13 (C): -0.06, atom 14 (C): -0.13, atom 15 (O): 0.03, atom 16 (C): -0.52, atom 17 (C): 0.02, atom 18 (O): 0.07, atom 19 (C): -0.14, atom 20 (O): -0.17, atom 21 (C): -0.08, atom 22 (H): 0.07, atom 23 (H): 0.07, atom 24 (H): 0.07, atom 25 (H): 0.12, atom 26 (H): 0.11, atom 27 (H): 0.11, atom 28 (H): 0.09, atom 29 (H): 0.13, atom 30 (H): 0.09, atom 31 (H): 0.08, atom 32 (H): 0.10, atom 33 (H): 0.16, atom 34 (H): 0.15, atom 35 (H): 0.11, atom 36 (H): 0.14, atom 37 (H): 0.10, atom 38 (H): 0.08, atom 39 (H): 0.09, atom 40 (H): 0.09, atom 41 (H): 0.15, atom 42 (H): 0.14, atom 43 (H): 0.09, atom 44 (H): 0.08, atom 45 (H): 0.09, atom 46 (C): 0.06, atom 47 (N): -0.07, atom 48 (C): 0.03, atom 49 (C): 0.06, atom 50 (C): -0.12, atom 51 (C): 0.06, atom 52 (C): 0.03, atom 53 (C): -0.13, atom 54 (C): 0.06, atom 55 (C): 0.03, atom 56 (N): -0.06, atom 57 (C): 0.03, atom 58 (C): 0.06, atom 59 (C): 0.05, atom 60 (H): 0.12, atom 61 (H): 0.12, atom 62 (H): 0.11, atom 63 (H): 0.16, atom 64 (H): 0.15, atom 65 (H): 0.14, atom 66 (H): 0.16, atom 67 (H): 0.14, atom 68 (H): 0.16, atom 69 (H): 0.16, atom 70 (H): 0.14, atom 71 (H): 0.12, atom 72 (H): 0.11, atom 73 (H): 0.10



(2)
Molecular formula: C25H39As3F6N3O6PdS2
Method: DFT, ωB97M-V/def2-TZVPD

Geometry as XYZ:
```
85
Properties=species:S:1:pos:R:3:forces:R:3
Pd -0.50497 -0.13923 -0.14148 -0.696 0.588 -0.155
C -2.32886 2.89137 -0.77019 0.000 -0.002 -0.020
As -0.84131 1.84155 -1.45166 0.084 -0.114 0.196
C -1.43939 1.57420 -3.26330 -0.028 -0.045 0.020
C 0.66481 3.04266 -1.69524 0.056 0.044 -0.070
C 1.38612 3.60357 -0.46403 -0.026 0.039 0.015
C 0.43865 4.48454 0.35933 0.024 -0.041 -0.008
C 1.97269 2.49413 0.40940 -0.012 -0.007 0.011
As 0.80813 1.18924 1.25233 0.154 -0.161 -0.084
C 2.12940 0.17797 2.22654 0.023 -0.018 0.013
C -0.23918 2.00347 2.66017 -0.004 -0.017 0.005
C 2.53342 4.51691 -0.94600 0.003 0.023 -0.022
As 4.22452 3.96863 -1.84863 -0.004 0.017 0.029
C 3.79141 2.32757 -2.83036 0.055 0.045 0.028
C 5.16583 3.11703 -0.34509 0.010 -0.018 -0.003
H -2.26284 3.91398 -1.13885 -0.003 0.003 -0.002
H -2.36942 2.89562 0.31595 0.005 -0.005 0.003
H -3.23957 2.43497 -1.15564 -0.021 0.028 0.009
H -1.63669 2.55935 -3.68652 -0.006 -0.003 -0.004
H -2.34977 0.98127 -3.24186 -0.019 0.008 -0.029
H -0.67715 1.05005 -3.82910 -0.024 0.033 0.006
H 0.28194 3.86869 -2.30159 -0.021 0.028 0.028
H 1.35134 2.46872 -2.31931 -0.104 0.103 0.094
H -0.42485 3.93237 0.73048 -0.012 0.009 0.006
H 0.06778 5.31586 -0.24269 0.003 -0.001 -0.004
H 0.96071 4.90515 1.22067 -0.004 0.004 0.008
H 2.55231 2.93546 1.22547 0.014 -0.006 -0.008
H 2.64631 1.86218 -0.17295 -0.007 0.016 0.005
H 2.69938 0.86161 2.85520 -0.019 0.016 0.006
H 2.79501 -0.30124 1.51115 0.005 0.012 0.008
H 1.64418 -0.57405 2.84442 0.006 0.004 0.011
H 0.34174 2.75432 3.19344 0.020 -0.005 -0.010
H -0.52497 1.20497 3.34454 -0.003 0.012 0.010
H -1.14109 2.45287 2.25377 -0.003 0.014 0.017
H 2.90872 5.07957 -0.08404 -0.006 0.007 0.000
H 2.10020 5.26800 -1.61303 -0.004 -0.003 0.003
H 3.13922 2.54262 -3.67622 -0.008 -0.009 0.006
H 3.35457 1.53946 -2.21885 0.066 0.122 -0.008
H 4.73734 1.96123 -3.23086 -0.009 0.015 0.014
H 5.13057 3.77054 0.52695 0.003 0.001 0.000
H 6.21042 3.00022 -0.63071 0.000 0.002 -0.004
H 4.76982 2.13621 -0.08511 0.006 0.005 0.000
O -0.91343 -6.13284 3.42377 0.001 0.000 0.003
C 0.24861 -5.78550 2.70382 -0.004 0.002 -0.006
C 0.08753 -4.40342 2.14014 0.022 -0.026 0.013
C 1.14560 -3.77917 1.49364 -0.015 0.003 0.004
C 0.95112 -2.53084 0.94850 -0.016 -0.052 0.007
N -0.21914 -1.88174 1.02413 0.068 -0.014 -0.077
C -1.24799 -2.46731 1.65912 -0.017 -0.014 -0.009
C -1.11780 -3.72691 2.22316 0.004 -0.017 0.005
C -2.54905 -1.74658 1.69990 -0.046 0.002 0.012
C -3.51685 -2.06405 2.64609 0.000 0.012 0.006
C -4.73869 -1.41077 2.61622 0.003 -0.010 0.001
C -5.80439 -1.70605 3.64571 -0.004 0.003 0.002
O -5.58185 -2.90365 4.35456 0.012 -0.003 -0.005
C -4.94499 -0.45962 1.62510 0.005 0.019 -0.003
C -3.91974 -0.18914 0.73853 -0.003 0.005 0.004
N -2.74125 -0.80543 0.77304 0.093 -0.025 -0.087
H -0.83455 -7.03932 3.73438 -0.003 0.000 -0.003
H 0.42547 -6.47394 1.86944 0.002 -0.001 0.002
H 1.13834 -5.80309 3.34301 0.000 0.004 0.000
H 2.10945 -4.26054 1.39246 0.002 0.007 -0.006
H 1.74161 -2.02567 0.41377 -0.002 -0.038 0.026
H -1.95539 -4.20986 2.70026 -0.012 0.017 -0.001
H -3.33696 -2.80187 3.41410 0.007 0.000 -0.003
H -6.78760 -1.69044 3.16670 0.002 -0.005 -0.004
H -5.79939 -0.90399 4.38718 -0.006 0.004 -0.004
H -5.91352 -3.64683 3.84076 -0.008 0.003 0.006
H -5.88796 0.06517 1.53769 -0.001 -0.002 0.006
H -4.05248 0.54578 -0.04587 -0.002 0.001 -0.002
F 3.93541 -0.52017 -3.72579 0.014 -0.062 -0.062
C 3.03825 -1.47672 -3.51068 0.032 -0.105 -0.024
F 3.65724 -2.56946 -3.07984 -0.049 0.080 -0.020
F 2.40249 -1.74821 -4.64460 0.019 0.012 0.009
S 1.84135 -0.88268 -2.24588 0.258 -0.384 0.281
O 2.64644 -0.70123 -1.05845 -0.119 0.105 -0.192
O 1.21978 0.28703 -2.80328 -0.009 -0.073 -0.235
N 0.92783 -2.14889 -2.07774 0.043 -0.105 -0.127
S -0.60811 -2.33669 -2.32062 -0.075 0.094 -0.008
O -1.36750 -1.09694 -2.13564 0.267 -0.284 0.359
O -1.05905 -3.50773 -1.64323 -0.008 0.068 0.004
C -0.82049 -2.68160 -4.11921 0.049 -0.074 0.074
F -0.45285 -1.62035 -4.83079 -0.001 0.068 -0.035
F -0.07443 -3.72161 -4.46215 -0.012 0.009 -0.024
F -2.09754 -2.95074 -4.35794 0.017 0.029 -0.007
```
Forces are in eV/Å.

For the total energy, the calculation gives -9822.324346 Eh. Its charge is +1. The lowest unoccupied orbital energy is -3.186 eV.

Löwdin charges in e: atom 1 (Pd): 0.50, atom 2 (C): -0.26, atom 3 (As): 1.13, atom 4 (C): -0.24, atom 5 (C): -0.30, atom 6 (C): -0.65, atom 7 (C): -0.06, atom 8 (C): -0.31, atom 9 (As): 1.11, atom 10 (C): -0.24, atom 11 (C): -0.25, atom 12 (C): -0.38, atom 13 (As): 1.16, atom 14 (C): -0.36, atom 15 (C): -0.34, atom 16 (H): 0.05, atom 17 (H): 0.01, atom 18 (H): 0.03, atom 19 (H): 0.05, atom 20 (H): 0.04, atom 21 (H): 0.02, atom 22 (H): 0.10, atom 23 (H): 0.04, atom 24 (H): 0.04, atom 25 (H): 0.10, atom 26 (H): 0.10, atom 27 (H): 0.10, atom 28 (H): 0.05, atom 29 (H): 0.05, atom 30 (H): 0.03, atom 31 (H): 0.04, atom 32 (H): 0.05, atom 33 (H): 0.04, atom 34 (H): 0.01, atom 35 (H): 0.07, atom 36 (H): 0.07, atom 37 (H): 0.03, atom 38 (H): -0.02, atom 39 (H): 0.03, atom 40 (H): 0.02, atom 41 (H): 0.02, atom 42 (H): 0.01, atom 43 (O): -0.05, atom 44 (C): -0.20, atom 45 (C): -0.15, atom 46 (C): 0.03, atom 47 (C): -0.14, atom 48 (N): -0.02, atom 49 (C): -0.18, atom 50 (C): 0.07, atom 51 (C): -0.20, atom 52 (C): 0.05, atom 53 (C): -0.16, atom 54 (C): -0.20, atom 55 (O): -0.04, atom 56 (C): 0.00, atom 57 (C): -0.11, atom 58 (N): 0.07, atom 59 (H): 0.10, atom 60 (H): 0.14, atom 61 (H): 0.14, atom 62 (H): 0.13, atom 63 (H): 0.07, atom 64 (H): 0.12, atom 65 (H): 0.12, atom 66 (H): 0.13, atom 67 (H): 0.14, atom 68 (H): 0.10, atom 69 (H): 0.12, atom 70 (H): 0.10, atom 71 (F): 0.15, atom 72 (C): -0.68, atom 73 (F): 0.16, atom 74 (F): 0.16, atom 75 (S): 0.58, atom 76 (O): -0.32, atom 77 (O): -0.35, atom 78 (N): -0.29, atom 79 (S): 0.60, atom 80 (O): -0.40, atom 81 (O): -0.24, atom 82 (C): -0.68, atom 83 (F): 0.15, atom 84 (F): 0.16, atom 85 (F): 0.16



| no. | gap between HOMO and LUMO (eV) |
| --- | --- |
| 1 | 5.12 |
| 2 | 7.49 |